Entry from the OMol25 dataset: a cluster of 10 separate species, C10H32N8O18 in total at a distorted geometry (the ωB97M-V functional and the def2-TZVPD basis).

Its net charge is 0. The strongest force on any atom comes out at 0.03083 Eh/bohr. The structure (SMILES) is C[N+](=O)[O-].C[N+](=O)[O-].C[N+](=O)[O-].C[N+](=O)[O-].C[N+](=O)[O-].C[N+](=O)[O-].C[N+](=O)[O-].C[N+](=O)[O-].CO.CO. As for the LUMO energy: -0.13 eV. As for the HOMO energy: -10.152 eV. For the HOMO-LUMO gap, the calculation gives 10.03 eV. As for the total energy: -2191.77178 Eh.

Cartesian coordinates (Å):
C 20.085 7.623 -13.578
O 19.808 6.981 -12.356
H 19.745 7.098 -14.473
H 19.506 8.558 -13.615
H 21.145 7.869 -13.685
H 19.646 7.649 -11.683
C 24.259 9.739 -5.810
O 24.928 10.950 -6.122
H 23.869 9.801 -4.791
H 23.445 9.421 -6.469
H 24.984 8.924 -5.843
H 24.513 11.667 -5.639
C 20.547 9.198 -7.298
N 19.517 8.133 -7.628
O 18.792 7.734 -6.736
O 19.442 7.797 -8.801
H 20.000 9.944 -6.727
H 21.019 9.588 -8.188
H 21.233 8.620 -6.678
C 23.226 5.371 -7.023
N 21.813 5.216 -6.547
O 21.202 4.240 -6.902
O 21.382 6.076 -5.805
H 23.122 5.752 -8.035
H 23.663 4.381 -6.955
H 23.704 6.071 -6.349
C 24.205 12.902 -8.581
N 24.125 11.527 -9.163
O 25.068 11.204 -9.862
O 23.101 10.913 -8.971
H 23.659 13.574 -9.233
H 25.262 13.122 -8.485
H 23.777 12.828 -7.588
C 16.186 7.925 -12.281
N 16.750 8.807 -11.204
O 17.935 8.687 -10.982
O 15.981 9.528 -10.623
H 15.403 7.336 -11.808
H 16.962 7.270 -12.662
H 15.745 8.548 -13.053
C 19.100 11.555 -10.508
N 19.522 12.216 -9.263
O 20.709 12.425 -9.108
O 18.661 12.545 -8.478
H 18.021 11.445 -10.526
H 19.708 10.667 -10.643
H 19.262 12.204 -11.373
C 18.960 4.724 -8.990
N 18.064 3.682 -9.553
O 18.513 2.927 -10.388
O 16.931 3.652 -9.125
H 18.375 5.631 -9.136
H 19.896 4.788 -9.531
H 19.147 4.648 -7.925
C 24.293 8.220 -10.598
N 22.919 8.078 -10.088
O 21.965 8.283 -10.796
O 22.782 7.774 -8.909
H 24.227 8.838 -11.483
H 24.721 7.237 -10.779
H 24.808 8.638 -9.739
C 17.968 9.123 -4.240
N 17.043 10.203 -4.664
O 17.536 11.310 -4.764
O 15.882 9.935 -4.869
H 17.897 9.097 -3.152
H 18.958 9.425 -4.552
H 17.711 8.141 -4.612


Entry from the OMol25 dataset: a cluster of 4 separate species, C26H29F2N5O8PS in total at a distorted geometry (the ωB97M-V functional and the def2-TZVPD basis).

Its net charge is +1. The strongest force on any atom comes out at 0.14170 Eh/bohr. As for the LUMO energy: -4.31 eV. As for the HOMO energy: -11.923 eV. For the HOMO-LUMO gap, the calculation gives 7.61 eV. As for the total energy: -2822.38815 Eh.

Cartesian coordinates (Å):
C 1.915 -1.557 7.558
C 1.123 -0.555 6.527
O 0.034 0.202 7.226
C 0.414 -1.305 5.246
O 0.062 -0.317 4.176
N -0.232 -1.036 3.079
C -1.497 -1.834 2.848
F -2.563 -1.858 3.876
C -1.362 -2.521 1.366
F -2.467 -3.362 0.850
N -0.031 -2.105 0.779
P 0.599 -2.617 -0.819
S -0.148 -4.414 -1.212
C 0.634 -1.178 1.818
C 2.102 -0.487 1.499
C 1.931 1.149 1.783
N 2.530 1.500 3.145
N 0.479 1.613 1.629
N 2.725 1.996 0.768
H 2.851 -0.943 7.973
H 1.296 -1.869 8.511
H 2.377 -2.514 7.042
H 1.910 0.219 6.127
H 0.077 1.117 6.786
H 1.061 -2.172 4.786
H -0.632 -1.750 5.610
H 2.060 -2.681 -0.759
H 0.225 -1.673 -1.870
H 2.428 -0.655 0.368
H 2.938 -0.981 2.155
H 1.795 1.754 3.841
H 3.051 0.691 3.551
H 0.418 2.519 1.114
H 0.032 1.770 2.559
H 2.152 1.957 -0.118
H 2.567 2.986 1.124
C 0.257 7.318 0.653
C -0.070 6.041 0.432
C 0.850 5.126 -0.271
O 0.551 3.957 -0.475
C 2.145 5.675 -0.718
C 2.472 6.952 -0.497
C 1.552 7.868 0.206
O 1.851 9.036 0.411
H -0.407 8.003 1.166
H -1.016 5.623 0.754
H 2.809 4.990 -1.231
H 3.418 7.370 -0.819
C -0.013 -2.053 -6.589
C 0.486 -2.450 -5.415
C 1.079 -1.485 -4.468
O 1.538 -1.848 -3.394
C 1.097 -0.064 -4.869
C 0.598 0.333 -6.043
C 0.006 -0.632 -6.990
O -0.453 -0.269 -8.064
H -0.450 -2.748 -7.295
H 0.480 -3.489 -5.106
H 1.535 0.631 -4.162
H 0.605 1.372 -6.352
C -4.199 -3.958 -2.110
C -3.839 -2.771 -2.606
C -4.094 -2.420 -4.017
O -3.763 -1.334 -4.472
C -4.764 -3.432 -4.858
C -5.124 -4.620 -4.362
C -4.869 -4.970 -2.951
O -5.200 -6.056 -2.495
H -4.019 -4.231 -1.077
H -3.347 -2.017 -2.002
H -4.944 -3.159 -5.891
H -5.615 -5.373 -4.966


Entry from the OMol25 dataset: a cluster of 2 separate species, H4NPS2 in total at a distorted geometry (the ωB97M-V functional and the def2-TZVPD basis).

Its net charge is 0. The strongest force on any atom comes out at 0.03479 Eh/bohr. The structure (SMILES) is S=PS.N. As for the LUMO energy: -1.46 eV. As for the HOMO energy: -9.242 eV. The calculation puts the energy above the lowest of the compared OMol25 structures with the same formula, charge and spin at 53.0 kJ/mol. For the HOMO-LUMO gap, the calculation gives 7.78 eV. As for the total energy: -1194.87866 Eh.

Cartesian coordinates (Å):
N 1.286 0.002 -1.166
P -0.978 -2.590 2.069
S -1.277 -3.896 3.462
S -2.631 -1.177 2.206
H 0.786 0.820 -0.761
H 1.491 -0.772 -0.575
H 1.945 0.158 -1.926
H -3.155 -2.026 3.109


Entry from the OMol25 dataset: the ion C3H7O2 with charge -1 (the ωB97M-V functional and the def2-TZVPD basis).

Its net charge is -1. The strongest force on any atom comes out at 0.01406 Eh/bohr. The structure (SMILES) is CO[C@H](C)[O-]. As for the LUMO energy: 4.53 eV. As for the HOMO energy: -2.591 eV. The calculation puts the energy above the lowest of the compared OMol25 structures with the same formula, charge and spin at 181.2 kJ/mol. For the HOMO-LUMO gap, the calculation gives 7.12 eV. As for the total energy: -268.97099 Eh.

Cartesian coordinates (Å):
C 0.633 0.548 1.475
O 0.125 -0.609 0.879
H 1.326 0.246 2.270
H 1.157 1.191 0.761
H -0.157 1.183 1.880
O -1.213 0.817 -0.457
C -0.566 -0.312 -0.439
C 0.556 -0.450 -1.516
H -1.204 -1.234 -0.515
H 0.145 -0.699 -2.495
H 1.278 -1.218 -1.199
H 1.095 0.503 -1.567


Entry from the OMol25 dataset: a cluster of 2 separate species, H2O2S2 in total at a distorted geometry (the ωB97M-V functional and the def2-TZVPD basis).

Its net charge is 0. The strongest force on any atom comes out at 0.05202 Eh/bohr. As for the LUMO energy (alpha / beta): -2.53 / -2.54 eV. As for the HOMO energy (alpha / beta): -8.728 / -8.499 eV. The calculation puts the energy above the lowest of the compared OMol25 structures with the same formula, charge and spin at 291.1 kJ/mol. For the HOMO-LUMO gap (alpha / beta), the calculation gives 6.20 / 5.96 eV. As for the total energy: -947.90994 Eh.

Cartesian coordinates (Å):
O -1.884 -0.341 0.772
O 2.350 0.187 -0.585
S -1.421 0.377 -0.647
S 1.326 -0.021 0.630
H -2.553 0.153 1.196
H 2.182 -0.355 -1.366


Entry from the OMol25 dataset: a structure of composition C5H6AlBrO5 at a distorted geometry (the ωB97M-V functional and the def2-TZVPD basis).

Its net charge is -2. The strongest force on any atom comes out at 0.06259 Eh/bohr. As for the LUMO energy: 4.77 eV. As for the HOMO energy: -0.688 eV. For the HOMO-LUMO gap, the calculation gives 5.46 eV. As for the total energy: -3386.83883 Eh.

Cartesian coordinates (Å):
O -0.463 0.825 3.086
C -0.346 -0.169 2.481
Br -1.533 -1.719 2.974
C 0.682 -0.418 1.348
C 0.488 0.477 0.038
O -0.335 1.632 0.108
Al -1.911 0.902 -0.580
O -0.971 0.209 -2.016
C 0.170 -0.312 -1.329
C 1.546 -0.304 -2.109
O 2.369 -1.238 -1.912
O 1.819 0.615 -2.962
H 1.728 -0.245 1.706
H 0.568 -1.488 1.031
H 1.514 0.887 -0.141
H -2.300 -0.312 0.385
H -2.965 2.071 -0.833
H -0.061 -1.412 -1.273


Entry from the OMol25 dataset: a cluster of 2 separate species, C3H9NO in total at a distorted geometry (the ωB97M-V functional and the def2-TZVPD basis).

Its net charge is 0. The strongest force on any atom comes out at 0.08042 Eh/bohr. As for the LUMO energy (alpha / beta): 1.08 / 0.81 eV. As for the HOMO energy (alpha / beta): -7.800 / -7.249 eV. The calculation puts the energy above the lowest of the compared OMol25 structures with the same formula, charge and spin at 521.5 kJ/mol. For the HOMO-LUMO gap (alpha / beta), the calculation gives 8.88 / 8.06 eV. As for the total energy: -249.51505 Eh.

Cartesian coordinates (Å):
C -1.270 -0.577 1.397
C 1.476 1.342 -1.040
C -0.496 -1.552 0.542
N 0.185 0.700 -1.025
O 0.138 -0.553 -1.222
H -1.060 0.390 1.071
H -2.373 -0.785 1.289
H -0.869 -0.527 2.448
H 2.001 1.134 -2.076
H 1.358 2.395 -0.990
H 1.943 0.916 -0.171
H -1.028 -2.472 0.308
H 0.544 -1.625 0.771
H -0.549 1.214 -1.303


Please write out number 1 again, unchanged.
Entry from the OMol25 dataset: a cluster of 10 separate species, C10H32N8O18 in total at a distorted geometry (the ωB97M-V functional and the def2-TZVPD basis).

Its net charge is 0. The strongest force on any atom comes out at 0.03083 Eh/bohr. The structure (SMILES) is C[N+](=O)[O-].C[N+](=O)[O-].C[N+](=O)[O-].C[N+](=O)[O-].C[N+](=O)[O-].C[N+](=O)[O-].C[N+](=O)[O-].C[N+](=O)[O-].CO.CO. As for the LUMO energy: -0.13 eV. As for the HOMO energy: -10.152 eV. For the HOMO-LUMO gap, the calculation gives 10.03 eV. As for the total energy: -2191.77178 Eh.

Cartesian coordinates (Å):
C 20.085 7.623 -13.578
O 19.808 6.981 -12.356
H 19.745 7.098 -14.473
H 19.506 8.558 -13.615
H 21.145 7.869 -13.685
H 19.646 7.649 -11.683
C 24.259 9.739 -5.810
O 24.928 10.950 -6.122
H 23.869 9.801 -4.791
H 23.445 9.421 -6.469
H 24.984 8.924 -5.843
H 24.513 11.667 -5.639
C 20.547 9.198 -7.298
N 19.517 8.133 -7.628
O 18.792 7.734 -6.736
O 19.442 7.797 -8.801
H 20.000 9.944 -6.727
H 21.019 9.588 -8.188
H 21.233 8.620 -6.678
C 23.226 5.371 -7.023
N 21.813 5.216 -6.547
O 21.202 4.240 -6.902
O 21.382 6.076 -5.805
H 23.122 5.752 -8.035
H 23.663 4.381 -6.955
H 23.704 6.071 -6.349
C 24.205 12.902 -8.581
N 24.125 11.527 -9.163
O 25.068 11.204 -9.862
O 23.101 10.913 -8.971
H 23.659 13.574 -9.233
H 25.262 13.122 -8.485
H 23.777 12.828 -7.588
C 16.186 7.925 -12.281
N 16.750 8.807 -11.204
O 17.935 8.687 -10.982
O 15.981 9.528 -10.623
H 15.403 7.336 -11.808
H 16.962 7.270 -12.662
H 15.745 8.548 -13.053
C 19.100 11.555 -10.508
N 19.522 12.216 -9.263
O 20.709 12.425 -9.108
O 18.661 12.545 -8.478
H 18.021 11.445 -10.526
H 19.708 10.667 -10.643
H 19.262 12.204 -11.373
C 18.960 4.724 -8.990
N 18.064 3.682 -9.553
O 18.513 2.927 -10.388
O 16.931 3.652 -9.125
H 18.375 5.631 -9.136
H 19.896 4.788 -9.531
H 19.147 4.648 -7.925
C 24.293 8.220 -10.598
N 22.919 8.078 -10.088
O 21.965 8.283 -10.796
O 22.782 7.774 -8.909
H 24.227 8.838 -11.483
H 24.721 7.237 -10.779
H 24.808 8.638 -9.739
C 17.968 9.123 -4.240
N 17.043 10.203 -4.664
O 17.536 11.310 -4.764
O 15.882 9.935 -4.869
H 17.897 9.097 -3.152
H 18.958 9.425 -4.552
H 17.711 8.141 -4.612